The following is a quantum chemistry calculation of an isolated molecule of C4H9NO, from the Open Molecules 2025 dataset.

Positions of all 15 atoms, in Å:
C 1.030086 1.832867 0.328386
N 0.775696 0.344309 0.406024
C -0.114011 0.367098 -0.763581
C -0.582514 -0.244034 0.469592
C -0.873626 -1.730818 0.262802
O -0.012381 -2.363022 -0.654431
H 1.395374 2.117910 -0.688726
H 0.141551 2.469659 0.477465
H 1.812548 2.064443 1.025867
H -0.622686 1.293183 -1.016360
H 0.319272 -0.188322 -1.572672
H -1.333917 0.245896 1.089536
H -1.865025 -1.721173 -0.219824
H -0.970044 -2.305143 1.190069
H 0.888836 -2.166708 -0.367686

Atoms 1-2, force components in eV/Å:
C 0.4 0.1 1.1
N 0.1 1.2 -1.7

Properties
F_max	2.1	eV/A
DFT total energy	-287.69314	Eh
structure (SMILES)	CN1C[C@H]1CO
gap between HOMO and LUMO	10.4	eV
relative energy (zero: lowest compared OMol25 entry of this formula, charge and spin)	365.8	kJ/mol
HOMO level	-9.29	eV

Charge distribution, natural (NBO) scheme, values in e:
1. C -0.404
2. N -0.440
3. C -0.270
4. C -0.103
5. C -0.060
6. O -0.710
7. H 0.192
8. H 0.178
9. H 0.194
10. H 0.182
11. H 0.219
12. H 0.200
13. H 0.185
14. H 0.163
15. H 0.474


The following is a quantum chemistry calculation of a cluster of 2 separate species, ClH2NO in total, from the Open Molecules 2025 dataset.

Positions of all 5 atoms, in Å:
N 0.880230 0.496503 -0.008458
O -1.096208 -0.775325 -0.171242
Cl -2.223168 0.235388 -0.090134
H 1.070950 0.148547 0.914747
H 1.368197 -0.105115 -0.644914

Atoms 1-2, force components in eV/Å:
N -2.8 -0.3 -0.4
O 4.7 -0.7 0.1

Properties
F_max	4.7	eV/A
DFT total energy	-591.15135	Eh
gap between HOMO and LUMO (alpha / beta)	6.8 / 6.8	eV
relative energy (zero: lowest compared OMol25 entry of this formula, charge and spin)	346.1	kJ/mol
HOMO level (alpha / beta)	-9.67 / -9.66	eV

Charge distribution, natural (NBO) scheme, values in e:
1. N -0.505
2. O -0.542
3. Cl 0.401
4. H 0.322
5. H 0.323


Please write out number 1 again, unchanged.
The following is a quantum chemistry calculation of an isolated molecule of C4H9NO, from the Open Molecules 2025 dataset.

Positions of all 15 atoms, in Å:
C 1.030086 1.832867 0.328386
N 0.775696 0.344309 0.406024
C -0.114011 0.367098 -0.763581
C -0.582514 -0.244034 0.469592
C -0.873626 -1.730818 0.262802
O -0.012381 -2.363022 -0.654431
H 1.395374 2.117910 -0.688726
H 0.141551 2.469659 0.477465
H 1.812548 2.064443 1.025867
H -0.622686 1.293183 -1.016360
H 0.319272 -0.188322 -1.572672
H -1.333917 0.245896 1.089536
H -1.865025 -1.721173 -0.219824
H -0.970044 -2.305143 1.190069
H 0.888836 -2.166708 -0.367686

Atoms 1-2, force components in eV/Å:
C 0.4 0.1 1.1
N 0.1 1.2 -1.7

Properties
F_max	2.1	eV/A
DFT total energy	-287.69314	Eh
structure (SMILES)	CN1C[C@H]1CO
gap between HOMO and LUMO	10.4	eV
relative energy (zero: lowest compared OMol25 entry of this formula, charge and spin)	365.8	kJ/mol
HOMO level	-9.29	eV

Charge distribution, natural (NBO) scheme, values in e:
1. C -0.404
2. N -0.440
3. C -0.270
4. C -0.103
5. C -0.060
6. O -0.710
7. H 0.192
8. H 0.178
9. H 0.194
10. H 0.182
11. H 0.219
12. H 0.200
13. H 0.185
14. H 0.163
15. H 0.474